<P>
Entry from OMol25: 2 unconnected molecules or ions with the total composition C3H10NO2P (the ωB97M-V functional and the def2-TZVPD basis).

Last column: natural (NBO) charge in e.
CARTESIAN COORDINATES (ANGSTROEM)
P1 1.296 0.059 -0.719  0.89
O1 -2.320 0.429 0.880  -0.74
O2 0.501 -1.193 -0.264  -0.73
N1 2.533 0.034 0.536  -0.90
C1 -3.640 0.672 0.318  -0.24
C2 3.649 0.847 0.293  -0.42
C3 -0.612 -1.763 -0.581  -0.05
H1 -3.578 1.666 -0.049  0.17
H2 4.135 0.447 -0.584  0.20
H3 -4.425 0.597 0.997  0.17
H4 -1.291 -1.193 -1.227  0.12
H5 2.093 0.288 1.418  0.37
H6 3.440 1.990 0.279  0.16
H7 -3.827 0.076 -0.508  0.17
H8 -1.308 -2.326 0.031  0.16
H9 4.058 0.662 1.207  0.21
H10 -2.379 0.158 1.824  0.47

The spin multiplicity is 1. As for the charge: 0. The value obtained for the HOMO-LUMO gap (spin up / spin down) is 7.55 / 7.72 eV. Its HOMO energy (spin up / spin down) is -6.84 / -7.47 eV.

=====

<Q>
Entry from OMol25: a single C3H10NO2P molecule (the ωB97M-V functional and the def2-TZVPD basis).

Last column: natural (NBO) charge in e.
CARTESIAN COORDINATES (ANGSTROEM)
P1 1.534 0.038 -0.422  1.95
O1 2.074 1.547 -0.080  -0.97
O2 2.292 -1.074 0.163  -1.11
N1 -0.095 -0.034 1.610  -0.85
C1 -0.880 -1.344 -0.401  -0.65
C2 -0.231 -0.034 0.150  -0.22
C3 -1.151 1.192 -0.298  -0.60
H1 2.939 1.451 0.304  0.51
H2 0.496 -0.840 1.961  0.39
H3 -0.239 -2.314 -0.183  0.24
H4 -1.903 -1.265 0.127  0.21
H5 -1.110 1.130 -1.431  0.21
H6 -1.025 -0.053 1.952  0.36
H7 -1.207 -1.352 -1.406  0.22
H8 -2.095 1.097 0.014  0.20
H9 1.411 -0.329 -2.015  -0.11
H10 -0.811 2.182 -0.045  0.23

The spin multiplicity is 1. As for the charge: 0. The value obtained for the HOMO-LUMO gap is 10.43 eV. Its HOMO energy is -9.57 eV.

=====

Most stable one: <Q>, least stable one: <P>.

=====

<P>
Entry from OMol25: a single C7H14N2S molecule (the ωB97M-V functional and the def2-TZVPD basis).

Last column: natural (NBO) charge in e.
CARTESIAN COORDINATES (ANGSTROEM)
S1 -1.754 -1.812 -2.555  -0.26
N1 -0.175 0.343 -2.505  -0.62
N2 -0.563 -0.465 -0.451  -0.44
C1 0.126 1.568 2.076  -0.60
C2 0.415 0.607 -0.259  -0.04
C3 -0.873 -1.481 0.558  -0.21
C4 0.826 1.018 -1.696  -0.21
C5 -0.784 -0.689 -1.798  0.29
C6 -0.140 1.768 0.562  -0.41
C7 0.359 -2.369 0.819  -0.62
H1 -1.207 1.908 0.373  0.22
H2 0.403 2.688 0.280  0.20
H3 -0.283 0.648 2.447  0.20
H4 0.704 -2.829 -0.132  0.22
H5 1.190 -1.803 1.243  0.20
H6 1.207 1.540 2.289  0.20
H7 -0.375 2.369 2.642  0.22
H8 -1.746 -2.049 0.216  0.24
H9 -1.189 -1.032 1.500  0.19
H10 0.009 -3.149 1.470  0.22
H11 -0.125 0.269 -3.529  0.42
H12 1.310 0.223 0.204  0.19
H13 0.835 2.103 -1.870  0.20
H14 1.830 0.626 -1.886  0.18

The spin multiplicity is 1. As for the charge: 0. The value obtained for the HOMO-LUMO gap is 8.92 eV. Its HOMO energy is -8.10 eV.

=====

<Q>
Entry from OMol25: 2 unconnected molecules or ions with the total composition C7H14N2S (the ωB97M-V functional and the def2-TZVPD basis).

Last column: natural (NBO) charge in e.
CARTESIAN COORDINATES (ANGSTROEM)
S1 -1.187 1.318 -2.552  -0.02
N1 2.455 -0.584 -0.443  -0.13
N2 2.102 -1.765 -0.456  -0.35
C1 -2.531 1.007 0.437  -0.36
C2 2.920 0.043 0.711  -0.29
C3 -1.018 -0.014 -1.638  -0.24
C4 2.600 1.579 0.850  -0.59
C5 -3.234 0.080 -0.473  -0.39
C6 -1.746 -0.221 -0.400  -0.14
C7 -1.128 -1.458 0.330  -0.61
H1 -1.310 -1.397 1.418  0.21
H2 2.769 -0.454 1.736  0.19
H3 -2.518 2.063 0.135  0.23
H4 1.687 1.847 1.194  0.21
H5 -0.049 -1.507 0.182  0.22
H6 4.006 -0.202 0.642  0.23
H7 2.734 2.091 -0.078  0.22
H8 -1.657 -2.272 -0.117  0.21
H9 -3.845 -0.682 0.018  0.21
H10 1.664 -2.047 -1.368  0.32
H11 3.351 1.890 1.576  0.21
H12 -3.663 0.392 -1.379  0.24
H13 -2.291 0.891 1.468  0.22
H14 -0.111 -0.601 -1.791  0.20

The spin multiplicity is 1. As for the charge: 0. The value obtained for the HOMO-LUMO gap is 8.33 eV. Its HOMO energy is -8.37 eV.

=====

Most stable one: <P>, least stable one: <Q>.

=====

<P>
Entry from OMol25: 2 unconnected molecules or ions with the total composition F2H2S2Si (the ωB97M-V functional and the def2-TZVPD basis).

Last column: natural (NBO) charge in e.
CARTESIAN COORDINATES (ANGSTROEM)
S1 -0.446 -1.788 0.223  -0.68
S2 -0.731 1.938 0.030  -0.42
Si1 -1.491 -0.157 -0.004  1.54
F1 2.679 -0.324 -0.203  -0.58
F2 -3.061 0.098 -0.259  -0.64
H1 2.514 -1.204 0.296  0.58
H2 0.537 1.436 -0.082  0.19

The spin multiplicity is 1. As for the charge: 0. The value obtained for the HOMO-LUMO gap is 9.64 eV. Its HOMO energy is -10.07 eV.

=====

<Q>
Entry from OMol25: 2 unconnected molecules or ions with the total composition F2H2S2Si (the ωB97M-V functional and the def2-TZVPD basis).

Last column: natural (NBO) charge in e.
CARTESIAN COORDINATES (ANGSTROEM)
S1 -0.557 1.568 1.158  -0.46
S2 -0.496 -1.818 1.568  -0.68
Si1 0.364 -0.279 0.604  1.56
F1 0.029 -0.282 -2.080  -0.58
F2 1.650 0.035 -0.305  -0.64
H1 0.446 -0.246 -3.057  0.59
H2 -1.435 1.022 2.113  0.21

The spin multiplicity is 1. As for the charge: 0. The value obtained for the HOMO-LUMO gap is 8.79 eV. Its HOMO energy is -9.21 eV.

=====

Most stable one: <P>, least stable one: <Q>.

=====

<P>
Entry from OMol25: a single C9H12N4 molecule (the ωB97M-V functional and the def2-TZVPD basis).

Last column: natural (NBO) charge in e.
CARTESIAN COORDINATES (ANGSTROEM)
N1 0.251 -0.175 0.044  -0.26
N2 2.376 -1.091 -0.221  -0.36
N3 1.742 -2.192 -0.434  -0.31
N4 -0.181 -1.294 -0.615  -0.29
C1 1.246 1.793 -0.334  -0.43
C2 -2.433 0.916 -0.203  -0.26
C3 -2.321 -1.535 0.438  -0.35
C4 1.484 -0.210 0.743  0.11
C5 2.009 1.155 0.825  -0.43
C6 -1.292 1.560 -0.673  -0.25
C7 -1.155 -2.026 -0.027  0.02
C8 -0.051 1.117 -0.416  0.17
C9 -2.792 -0.244 0.359  -0.19
H1 2.828 -0.564 -1.076  0.34
H2 -1.569 2.659 -0.867  0.22
H3 -3.859 -0.115 0.853  0.20
H4 1.372 -0.878 1.562  0.22
H5 -2.909 -2.309 0.919  0.22
H6 -3.211 1.604 -0.196  0.19
H7 1.782 -2.478 -1.396  0.35
H8 1.186 2.875 -0.325  0.22
H9 1.833 1.632 -1.260  0.20
H10 3.089 1.123 0.641  0.24
H11 1.527 1.831 1.693  0.24
H12 -0.951 -3.153 -0.033  0.19

The spin multiplicity is 1. As for the charge: 0. The value obtained for the HOMO-LUMO gap is 7.02 eV. Its HOMO energy is -6.69 eV.

=====

<Q>
Entry from OMol25: a single C9H12N4 molecule (the ωB97M-V functional and the def2-TZVPD basis).

Last column: natural (NBO) charge in e.
CARTESIAN COORDINATES (ANGSTROEM)
N1 -1.110 -0.205 -0.125  -0.38
N2 1.222 -0.187 -0.052  -0.39
N3 -2.429 -1.918 -0.726  -0.45
N4 3.258 -1.031 -0.443  -0.45
C1 1.410 -1.222 0.851  -0.11
C2 2.352 -0.165 -0.821  0.17
C3 -0.024 1.598 -1.306  -0.63
C4 2.635 -1.715 0.564  -0.09
C5 -3.097 -1.109 0.154  -0.09
C6 0.042 1.602 1.175  -0.63
C7 -1.238 -1.376 -0.829  0.18
C8 -2.319 -0.061 0.530  -0.12
C9 0.061 0.711 -0.067  0.33
H1 -1.048 2.011 -1.264  0.24
H2 -4.099 -1.402 0.544  0.21
H3 2.529 0.563 -1.633  0.20
H4 0.057 1.077 -2.298  0.23
H5 -0.425 -1.652 -1.492  0.20
H6 -0.146 0.929 2.072  0.23
H7 -2.416 0.718 1.261  0.22
H8 0.745 2.406 -1.223  0.22
H9 -0.774 2.309 1.200  0.23
H10 0.997 2.110 1.256  0.24
H11 3.163 -2.527 1.078  0.21
H12 0.652 -1.463 1.595  0.23

The spin multiplicity is 1. As for the charge: 0. The value obtained for the HOMO-LUMO gap is 9.47 eV. Its HOMO energy is -8.93 eV.

=====

Most stable one: <Q>, least stable one: <P>.

=====

<P>
Entry from OMol25: 4 unconnected molecules or ions with the total composition C3H17N2O3 (the ωB97M-V functional and the def2-TZVPD basis).

Last column: natural (NBO) charge in e.
CARTESIAN COORDINATES (ANGSTROEM)
O1 0.039 -2.756 -0.852  -0.98
O2 -0.747 1.966 4.977  -0.95
O3 4.635 -4.711 -1.158  -0.94
N1 -2.645 1.677 -0.101  -0.86
N2 -0.311 0.050 -0.477  -0.53
C1 -0.708 1.151 -1.446  -0.22
C2 1.030 0.243 0.067  -0.44
C3 -1.514 2.263 -0.837  -0.25
H1 0.177 1.556 -1.933  0.23
H2 1.116 1.124 0.702  0.24
H3 4.180 -3.878 -1.288  0.46
H4 0.535 -3.339 -0.272  0.51
H5 -3.414 1.587 -0.754  0.37
H6 -1.480 1.794 5.571  0.48
H7 -1.259 0.579 -2.191  0.21
H8 -1.094 0.071 0.157  0.46
H9 -0.926 2.835 -0.144  0.21
H10 1.846 0.396 -0.644  0.24
H11 -0.379 -0.889 -0.892  0.47
H12 4.281 -5.371 -1.757  0.48
H13 1.374 -0.658 0.574  0.24
H14 0.144 -2.974 -1.784  0.50
H15 -1.903 2.820 -1.691  0.22
H16 -2.981 2.249 0.654  0.39
H17 0.004 2.214 5.518  0.48

The spin multiplicity is 1. As for the charge: +1. The value obtained for the HOMO-LUMO gap is 10.86 eV. Its HOMO energy is -13.81 eV.

=====

<Q>
Entry from OMol25: 4 unconnected molecules or ions with the total composition C3H17N2O3 (the ωB97M-V functional and the def2-TZVPD basis).

Last column: natural (NBO) charge in e.
CARTESIAN COORDINATES (ANGSTROEM)
O1 -0.863 -3.223 -0.444  -0.96
O2 -4.931 1.076 0.502  -0.95
O3 -1.741 1.420 -0.237  -0.93
N1 0.222 -0.537 -0.294  -0.75
N2 2.706 0.442 -1.366  -0.88
C1 1.952 0.753 1.028  -0.43
C2 3.130 0.715 0.035  -0.22
C3 1.000 -0.449 0.990  -0.22
H1 3.101 1.092 -2.031  0.39
H2 1.585 -1.367 1.016  0.21
H3 -1.467 1.946 0.514  0.49
H4 -0.629 0.089 -0.334  0.45
H5 1.351 1.656 0.871  0.20
H6 0.307 -0.499 1.825  0.23
H7 3.736 1.615 0.077  0.22
H8 -5.757 0.621 0.720  0.48
H9 3.753 -0.138 0.324  0.19
H10 -5.086 2.012 0.566  0.47
H11 0.872 -0.289 -1.059  0.45
H12 2.363 0.838 2.035  0.24
H13 -0.096 -1.510 -0.353  0.46
H14 -1.408 1.802 -1.048  0.49
H15 -0.562 -4.078 -0.772  0.49
H16 -1.810 -3.376 -0.497  0.49
H17 3.091 -0.449 -1.651  0.37

The spin multiplicity is 1. As for the charge: +1. The value obtained for the HOMO-LUMO gap is 11.04 eV. Its HOMO energy is -13.61 eV.

=====

Most stable one: <Q>, least stable one: <P>.